(1)
{
  "formula": "C38H33NO2P3Pt",
  "method": "ωB97M-V with the def2-TZVPD basis set",
  "elements": ["Pt", "N", "P", "C", "C", "C", "C", "C", "C", "C", "C", "C", "C", "C", "C", "P", "C", "C", "C", "C", "C", "C", "C", "C", "C", "C", "C", "C", "H", "H", "H", "H", "H", "H", "H", "H", "H", "H", "H", "H", "H", "H", "H", "H", "H", "H", "H", "H", "H", "O", "C", "O", "C", "P", "C", "C", "C", "C", "C", "C", "C", "C", "C", "C", "C", "C", "H", "H", "H", "H", "H", "H", "H", "H", "H", "H", "H", "H"],
  "xyz": [[-0.56074, 0.29967, -0.45059], [-0.84896, -2.29780, -2.09072], [0.49100, -1.27937, -2.52013], [0.95979, -1.97428, -4.14556], [0.10763, -2.03917, -5.24959], [0.54670, -2.58931, -6.44189], [1.84646, -3.07313, -6.54343], [2.70348, -3.00681, -5.45601], [2.26045, -2.45886, -4.25939], [-0.35590, 0.28240, -3.00933], [0.48446, 1.29129, -3.49960], [0.01198, 2.57937, -3.64413], [-1.29576, 2.90614, -3.27786], [-2.13908, 1.92698, -2.80805], [-1.68269, 0.60441, -2.66392], [-1.40527, -1.81977, -0.59392], [-3.19676, -1.74111, -0.62353], [-3.92338, -2.91411, -0.83671], [-5.30539, -2.87079, -0.90052], [-5.96883, -1.66158, -0.73382], [-5.25565, -0.49616, -0.49587], [-3.87007, -0.53324, -0.43858], [-0.94191, -3.00461, 0.68566], [0.36615, -3.28256, 0.66501], [1.07193, -3.61904, 1.92266], [0.31301, -4.44476, 2.97121], [-1.22542, -4.33276, 2.90687], [-1.79426, -3.29241, 1.89931], [-1.10148, -3.13465, -2.59419], [-0.90078, -1.64502, -5.17692], [-0.11619, -2.63581, -7.29582], [2.19130, -3.49812, -7.47686], [3.71593, -3.37915, -5.54006], [2.92650, -2.39714, -3.40524], [1.51177, 1.05139, -3.75073], [0.66525, 3.35104, -4.03015], [-1.64152, 3.92573, -3.37405], [-3.16323, 2.16510, -2.55010], [-2.40205, -0.17545, -2.45891], [-3.40693, -3.86172, -0.95037], [-5.86730, -3.77859, -1.07380], [-7.04935, -1.63237, -0.78009], [-5.77761, 0.44003, -0.35034], [-3.30895, 0.37229, -0.23605], [0.95895, -3.04821, -0.21638], [2.07975, -3.99119, 1.74755], [0.71277, -5.43043, 3.19027], [-1.78624, -5.25830, 2.99736], [-2.81415, -3.52408, 1.59566], [0.20195, 3.97827, 1.30973], [0.15417, 2.81142, 1.01348], [-0.47192, 2.33721, -0.02962], [0.89654, 1.79833, 1.92565], [0.81653, 0.09424, 1.27195], [2.46033, -0.18684, 0.56376], [2.92778, 0.84333, -0.25843], [4.12547, 0.70945, -0.93780], [4.87126, -0.45463, -0.81028], [4.41516, -1.47915, 0.00450], [3.21393, -1.34851, 0.68660], [0.29574, -1.14567, 2.47900], [1.05434, -2.37116, 2.92752], [0.35099, -3.27172, 3.98894], [-1.19207, -3.24341, 4.01431], [-1.82776, -2.21036, 3.07501], [-1.02101, -1.04229, 2.68530], [0.50564, 1.84775, 2.94168], [1.93935, 2.11255, 1.96810], [2.34872, 1.75160, -0.38665], [4.47753, 1.51638, -1.56644], [5.80924, -0.55777, -1.33935], [4.99735, -2.38438, 0.11692], [2.88155, -2.16093, 1.30903], [2.06481, -2.10903, 3.23928], [0.85418, -3.33711, 4.94889], [-1.65919, -3.36907, 4.98639], [-2.84667, -1.94216, 3.34349], [-1.56213, -0.17341, 2.31798]],
  "mulliken_charge": [1.396, 0.191, 1.336, -0.009, -0.424, -0.711, -0.502, -0.638, -0.210, 0.277, -0.970, -0.571, -0.727, -0.469, -0.924, 0.169, 0.768, -0.469, -0.837, -0.545, -0.968, -0.268, 0.416, -1.112, -0.663, -0.600, -0.710, -1.186, 0.310, 0.373, 0.412, 0.395, 0.419, 0.371, 0.461, 0.436, 0.414, 0.486, 0.886, 0.424, 0.455, 0.408, 0.470, 0.447, 0.618, 0.950, 0.411, 0.485, 1.005, -0.662, 0.582, -0.796, -1.079, 0.843, 1.081, -1.019, -0.769, -0.650, -0.914, -0.335, 0.507, -1.002, -0.692, -0.328, -0.543, -0.993, 0.510, 0.551, 0.317, 0.477, 0.429, 0.478, 0.138, 1.158, 0.465, 0.429, 0.599, 0.544],
  "orbital_gap_ev": 7.3,
  "e_lumo_ev": -3.51,
  "e_homo_ev": -10.8,
  "energy_ha": -2816.2439,
  "e_above_lowest_ev": 3.730,
  "total_charge": 1
}

(2)
{
  "formula": "C38H34As2Br2IrN",
  "method": "ωB97M-V with the def2-TZVPD basis set",
  "elements": ["Ir", "C", "C", "As", "C", "C", "C", "C", "C", "C", "C", "C", "C", "C", "C", "C", "As", "C", "C", "C", "C", "C", "C", "C", "C", "C", "C", "C", "C", "H", "H", "H", "H", "H", "H", "H", "H", "H", "H", "H", "H", "H", "H", "H", "H", "H", "H", "H", "H", "H", "H", "H", "H", "C", "C", "C", "C", "C", "Br", "N", "C", "H", "H", "H", "H", "H", "H", "Br", "C", "C", "C", "C", "C", "C", "H", "H", "H", "H"],
  "xyz": [[-0.77236, -0.63086, -0.33942], [1.60996, 1.93244, -0.35007], [2.07993, 1.00385, 0.76433], [1.43488, -0.81660, 0.49446], [1.40586, -1.66049, 2.21667], [2.28569, -1.25244, 3.21524], [2.25676, -1.88008, 4.45262], [1.36055, -2.91457, 4.68705], [0.49163, -3.32987, 3.68621], [0.51063, -2.70094, 2.45048], [2.70985, -1.76039, -0.57175], [3.65369, -1.07073, -1.32419], [4.52921, -1.77846, -2.13435], [4.45238, -3.16347, -2.19267], [3.51406, -3.84803, -1.43061], [2.63880, -3.14851, -0.61540], [-0.24803, 1.58863, -0.86238], [-0.43880, 2.07581, -2.70073], [0.09438, 3.29704, -3.10836], [-0.06744, 3.70719, -4.42221], [-0.76685, 2.90772, -5.31734], [-1.30481, 1.69662, -4.90535], [-1.14180, 1.27504, -3.59369], [-1.33964, 2.82797, 0.11524], [-2.46427, 3.37154, -0.49718], [-3.27922, 4.24058, 0.21498], [-2.96982, 4.56451, 1.52874], [-1.84344, 4.02427, 2.13777], [-1.02748, 3.15256, 1.43325], [2.19702, 1.80029, -1.26025], [1.68814, 2.97851, -0.05343], [1.68050, 1.30407, 1.73478], [3.16720, 0.99319, 0.84117], [3.00314, -0.45948, 3.03869], [2.94152, -1.56796, 5.22956], [1.34606, -3.40581, 5.65070], [-0.19576, -4.14541, 3.86684], [-0.17226, -3.02842, 1.67236], [3.72322, 0.01120, -1.28269], [5.27256, -1.25031, -2.71610], [5.13267, -3.71363, -2.82885], [3.46299, -4.92787, -1.47305], [1.91385, -3.68792, -0.01688], [0.62758, 3.93525, -2.41229], [0.34926, 4.65106, -4.74616], [-0.89270, 3.23196, -6.34155], [-1.84744, 1.07665, -5.60611], [-1.53974, 0.31808, -3.28222], [-2.69433, 3.13826, -1.53037], [-4.14659, 4.67668, -0.26218], [-3.59923, 5.25371, 2.07583], [-1.59321, 4.29671, 3.15474], [-0.14521, 2.74343, 1.91398], [-2.12354, 0.76441, 5.13562], [-2.52384, 0.53789, 3.70791], [-3.82444, 0.76236, 3.26324], [-4.16577, 0.55275, 1.93416], [-3.15749, 0.12152, 1.10935], [-3.40444, -0.26309, -0.75012], [-1.90221, -0.09357, 1.48434], [-1.59381, 0.11016, 2.77103], [-2.89687, 0.41435, 5.81754], [-1.97538, 1.82895, 5.32622], [-1.19550, 0.24659, 5.37322], [-4.58294, 1.09668, 3.96037], [-5.16852, 0.71046, 1.56454], [-0.56797, -0.09018, 3.05372], [0.94713, -5.34461, -4.51239], [0.45026, -3.83532, -3.50145], [-0.47515, -3.97264, -2.48080], [-0.81133, -2.83941, -1.74557], [-0.19701, -1.60983, -1.98121], [0.71060, -1.49080, -3.02541], [1.02459, -2.60177, -3.79169], [-0.94231, -4.92822, -2.28722], [-1.59288, -2.94202, -0.97807], [1.19228, -0.54437, -3.23982], [1.73305, -2.52288, -4.60535]],
  "mulliken_charge": [1.190, -1.243, -1.430, 0.945, -0.138, -0.164, -0.844, -0.571, -0.852, 0.248, 0.525, -0.312, -0.924, -0.569, -0.826, -0.561, 1.285, 0.423, -0.475, -0.795, -0.532, -0.937, -0.010, 0.278, -0.597, -0.840, -0.615, -0.828, -0.460, 0.604, 0.749, 0.636, 0.787, 0.410, 0.453, 0.456, 0.459, 0.323, 0.249, 0.456, 0.442, 0.466, 0.433, 0.408, 0.457, 0.419, 0.456, 0.274, 0.445, 0.466, 0.444, 0.497, 0.232, -1.593, 0.391, -0.402, -0.769, 0.548, -0.101, 0.075, -0.363, 0.422, 0.318, 0.386, 0.528, 0.495, 0.417, -0.110, -0.238, -1.120, -0.909, 1.016, 0.322, -0.640, 0.519, 0.324, 0.563, 0.527],
  "orbital_gap_ev": 6.7,
  "e_lumo_ev": -6.54,
  "e_homo_ev": -13.2,
  "energy_ha": -11246.6133,
  "e_above_lowest_ev": 0.000,
  "total_charge": 2
}